Record 1
A molecular structure, C24H46Cl3GdN2O4Si at a distorted geometry. Source: the Open Molecules 2025 dataset; level of theory: ωB97M-V/def2-TZVPD.

Last column: Mulliken spin population.
Positions of all 81 atoms, in Å:
C1 6.18 0.87 -1.10  0.00
C2 4.86 1.56 -1.04  0.00
H1 6.93 1.63 -0.89  0.00
H2 6.44 0.37 -2.05  0.00
H3 6.26 0.13 -0.30  0.00
C3 4.48 2.41 -2.03  0.00
C4 5.39 3.11 -2.96  0.00
H4 3.52 2.92 -1.96  0.00
H5 5.67 2.60 -3.91  0.00
H6 6.28 3.34 -2.37  0.00
H7 4.88 4.07 -3.15  0.00
Gd1 -1.65 -1.10 -0.09  7.53
Cl1 0.01 -1.85 1.99  -0.03
Cl2 -1.32 -3.14 -1.67  -0.05
H8 -5.23 -4.76 0.69  0.00
H9 -3.27 -5.95 2.80  0.00
C5 -4.21 -4.70 0.27  0.00
C6 -2.63 -5.65 1.96  0.00
N1 -3.19 -4.50 1.30  0.00
H10 -4.19 -3.94 -0.53  0.00
C7 -2.79 -3.30 1.71  0.00
O1 -3.17 -2.25 1.15  -0.03
H11 -1.64 -5.37 2.32  0.00
H12 -2.08 -3.32 2.54  0.00
H13 -3.98 -5.68 -0.15  0.00
H14 -2.59 -6.44 1.21  0.00
H15 1.21 0.08 -3.82  0.00
H16 1.41 2.72 -3.85  0.00
C8 0.14 0.25 -4.02  0.00
C9 0.32 2.68 -3.93  0.00
N2 -0.21 1.47 -3.30  0.00
H17 -0.47 -0.58 -3.67  0.00
C10 -1.20 1.54 -2.41  0.00
O2 -1.79 0.55 -1.92  -0.03
H18 -0.12 3.55 -3.43  0.00
H19 -1.47 2.57 -2.13  0.00
H20 0.02 0.43 -5.09  0.00
H21 0.05 2.68 -5.00  0.00
O3 3.29 -0.16 -1.33  0.00
C11 3.78 0.78 -0.33  0.01
C12 1.78 2.21 -0.78  0.00
C13 2.63 1.65 0.19  -0.01
H22 1.87 1.85 -1.81  0.00
C14 0.86 3.22 -0.48  0.00
H23 4.28 0.25 0.49  0.00
C15 2.30 1.90 1.53  0.00
H24 0.28 3.66 -1.29  0.00
C16 0.69 3.61 0.85  0.00
C17 1.40 2.92 1.86  0.00
H25 2.76 1.27 2.31  0.00
H26 -0.02 4.41 1.10  0.00
H27 1.22 3.17 2.92  0.00
Si1 3.35 -1.73 -1.63  0.00
Cl3 0.49 -0.25 -0.58  -0.37
C18 2.33 -2.16 -3.12  0.00
C19 2.69 -3.01 -0.40  0.00
C20 5.11 -2.11 -1.73  0.00
H28 1.56 -1.52 -3.54  0.00
H29 1.81 -3.09 -2.86  0.00
H30 3.03 -2.35 -3.93  0.00
H31 5.51 -1.45 -2.51  0.00
H32 5.18 -3.17 -1.97  0.00
H33 5.59 -1.86 -0.77  0.00
H34 2.76 -2.79 0.67  0.00
H35 3.35 -3.89 -0.55  0.00
H36 1.68 -3.39 -0.61  0.00
C21 -1.80 2.03 3.44  0.00
C22 -1.90 0.74 2.68  0.00
O4 -2.07 0.89 1.24  -0.03
C23 -2.98 1.95 0.83  0.00
C24 -4.04 1.40 -0.11  0.01
H37 -1.16 2.75 2.93  0.00
H38 -1.35 1.80 4.41  0.00
H39 -2.77 2.48 3.65  0.00
H40 -0.97 0.18 2.78  0.00
H41 -2.72 0.09 3.02  0.00
H42 -3.44 2.37 1.74  0.00
H43 -2.36 2.71 0.33  0.00
H44 -4.55 0.51 0.31  0.00
H45 -4.80 2.18 -0.26  0.00
H46 -3.62 1.14 -1.09  0.00

Calculated values
2S+1 ... 8
Gap between HOMO and LUMO (spin up / spin down) ... 7.48 / 8.42 eV
LUMO energy (spin up / spin down) ... -0.55 / 0.34 eV


Record 2
A molecular structure, C24H46FIN2O9S3 at a distorted geometry. Source: the Open Molecules 2025 dataset; level of theory: ωB97M-V/def2-TZVPD.

Last column: Löwdin charge in e.
Positions of all 86 atoms, in Å:
C1 17.82 -24.40 27.87  0.03
C2 18.67 -23.13 27.82  -0.39
O1 19.71 -23.18 28.40  0.11
N1 18.25 -21.89 27.07  0.02
H1 19.04 -21.34 26.84  -0.16
H2 17.78 -22.32 26.08  0.09
C3 17.01 -21.27 27.51  -0.01
H3 16.76 -24.32 28.30  0.12
H4 18.39 -25.19 28.39  0.08
H5 17.61 -24.58 26.89  0.02
H6 16.20 -22.01 27.70  0.11
H7 16.60 -20.58 26.96  0.02
H8 17.10 -20.97 28.46  0.07
C4 17.56 -26.16 23.21  0.05
C5 18.89 -25.80 23.98  -0.30
O2 19.50 -26.75 24.48  0.11
N2 19.38 -24.34 23.82  0.04
H9 19.40 -24.09 22.70  0.26
H10 18.69 -23.67 24.25  0.07
C6 20.67 -24.06 24.50  -0.03
H11 17.69 -25.72 22.33  0.03
H12 16.74 -25.84 23.79  0.05
H13 17.39 -27.29 23.11  0.13
H14 20.52 -24.37 25.52  0.07
H15 21.04 -23.08 24.69  0.05
H16 21.49 -24.73 24.01  0.14
I1 20.92 -19.98 26.25  -0.41
O3 17.39 -22.82 24.77  -0.29
H17 16.74 -23.42 25.10  -0.07
F1 16.08 -17.96 27.41  0.10
C7 15.13 -18.27 26.57  -0.30
C8 13.72 -18.46 26.94  -0.01
C9 12.74 -18.68 25.94  -0.11
C10 13.16 -18.67 24.59  -0.13
C11 14.44 -18.59 24.20  -0.09
C12 15.43 -18.44 25.21  0.01
H18 13.33 -18.34 28.01  0.13
H19 11.70 -18.81 26.32  0.11
H20 12.40 -18.85 23.73  0.14
H21 14.65 -18.82 23.31  0.03
H22 16.45 -18.23 24.75  0.15
C13 18.08 -24.81 31.79  -0.15
C14 17.36 -24.81 33.19  -0.30
C15 18.19 -24.44 34.20  -0.31
S1 19.05 -23.08 33.59  0.62
O4 20.33 -23.16 34.08  -0.28
O5 18.43 -21.79 33.76  -0.27
C16 19.18 -23.61 31.91  -0.17
H23 17.62 -24.54 30.74  0.12
H24 18.62 -25.78 31.74  0.09
H25 16.55 -25.54 33.56  0.16
H26 16.66 -23.88 32.80  0.17
H27 18.84 -25.23 34.40  0.13
H28 17.56 -24.38 34.93  0.08
H29 20.07 -23.90 31.50  0.07
H30 18.77 -22.88 31.32  0.06
C17 20.81 -26.78 28.16  -0.14
C18 22.04 -27.90 28.15  -0.16
C19 22.00 -28.52 29.48  -0.25
S2 21.85 -27.20 30.63  0.58
O6 23.08 -26.61 30.87  -0.25
O7 20.98 -27.67 31.59  -0.27
C20 20.92 -26.08 29.55  -0.20
H31 19.75 -27.24 27.94  0.15
H32 20.97 -26.18 27.48  -0.03
H33 22.87 -27.29 27.91  0.10
H34 21.85 -28.53 27.28  0.11
H35 22.91 -28.78 29.90  0.08
H36 21.33 -29.30 29.45  0.10
H37 21.36 -25.12 29.44  0.08
H38 19.95 -25.90 30.10  0.07
C21 11.58 -23.32 25.92  -0.22
C22 12.82 -22.60 26.39  -0.24
C23 13.81 -22.64 25.29  -0.29
S3 13.67 -24.21 24.63  0.72
O8 14.49 -25.15 25.45  -0.36
O9 13.74 -24.06 23.19  -0.32
C24 11.95 -24.53 25.09  -0.18
H39 10.83 -22.64 25.47  0.14
H40 11.16 -23.72 26.82  0.10
H41 13.10 -23.04 27.45  0.16
H42 12.68 -21.40 26.55  0.15
H43 14.76 -22.46 25.74  0.08
H44 13.56 -21.94 24.51  0.12
H45 11.83 -25.49 25.66  0.14
H46 11.44 -24.61 24.33  0.00

Calculated values
Gap between HOMO and LUMO ... 6.04 eV
LUMO energy ... -0.84 eV
Energy above the lowest of the compared OMol25 structures with the same formula, charge and spin ... 1.292 eV


Record 3
9 unconnected molecules or ions with the total composition C24H46O19 at a distorted geometry. Source: the Open Molecules 2025 dataset; level of theory: ωB97M-V/def2-TZVPD.

Last column: Löwdin charge in e.
Positions of all 89 atoms, in Å:
C1 2.35 -4.46 -2.25  -0.02
C2 3.03 -3.49 -1.29  -0.30
C3 2.04 -2.94 -0.26  -0.12
O1 2.47 -3.45 0.97  0.09
C4 3.65 -4.09 0.81  -0.55
O2 4.34 -4.44 1.72  0.17
O3 3.92 -4.29 -0.49  0.08
H1 1.60 -3.93 -2.83  0.07
H2 1.75 -5.14 -1.63  0.10
H3 3.06 -5.05 -2.82  0.09
H4 3.62 -2.72 -1.77  0.14
H5 1.01 -3.16 -0.58  0.11
H6 1.99 -1.85 -0.36  0.13
C5 -6.07 3.26 0.04  -0.02
C6 -4.88 2.39 -0.31  -0.30
C7 -4.36 1.47 0.78  -0.10
O4 -3.88 0.36 0.02  0.05
C8 -4.56 0.32 -1.16  -0.56
O5 -4.53 -0.61 -1.90  0.16
O6 -5.26 1.44 -1.34  0.09
H7 -5.79 3.92 0.87  0.09
H8 -6.91 2.69 0.42  0.09
H9 -6.31 3.93 -0.78  0.09
H10 -4.05 2.95 -0.75  0.16
H11 -5.08 1.12 1.53  0.14
H12 -3.57 1.97 1.34  0.13
C9 4.97 2.99 6.39  -0.02
C10 4.59 2.79 4.94  -0.31
C11 5.07 1.50 4.26  -0.07
O7 3.84 0.80 3.98  0.08
C12 2.81 1.64 4.13  -0.55
O8 1.70 1.38 3.78  0.15
O9 3.17 2.74 4.81  0.09
H13 4.80 2.08 6.96  0.09
H14 4.36 3.82 6.77  0.09
H15 5.99 3.34 6.55  0.09
H16 4.94 3.65 4.35  0.15
H17 5.72 0.96 4.95  0.13
H18 5.58 1.62 3.31  0.13
C13 -2.22 -3.27 -5.18  -0.01
C14 -2.61 -3.00 -3.74  -0.29
C15 -2.56 -4.18 -2.76  -0.06
O10 -2.03 -3.56 -1.58  0.06
C16 -1.46 -2.38 -1.89  -0.56
O11 -1.00 -1.64 -1.09  0.13
O12 -1.60 -2.12 -3.20  0.08
H19 -2.94 -3.92 -5.68  0.09
H20 -1.22 -3.67 -5.24  0.09
H21 -2.31 -2.31 -5.69  0.09
H22 -3.54 -2.46 -3.55  0.15
H23 -1.93 -4.99 -3.12  0.13
H24 -3.54 -4.58 -2.50  0.14
C17 1.79 -0.94 -3.86  0.00
C18 1.45 0.48 -3.41  -0.30
C19 2.41 1.59 -3.87  -0.07
O13 1.64 2.38 -4.78  0.07
C20 0.35 2.00 -4.74  -0.58
O14 -0.53 2.57 -5.30  0.15
O15 0.21 0.87 -4.02  0.08
H25 1.08 -1.55 -3.30  0.06
H26 2.76 -1.26 -3.47  0.08
H27 1.76 -1.02 -4.94  0.10
H28 1.33 0.55 -2.33  0.13
H29 3.31 1.26 -4.37  0.13
H30 2.61 2.21 -2.99  0.11
C21 -0.22 0.99 1.26  -0.11
O16 0.38 0.46 0.07  -0.15
H31 -0.12 0.29 2.09  0.08
H32 0.22 1.97 1.46  0.08
H33 -1.29 1.12 1.08  0.07
H34 -0.23 -0.18 -0.31  0.03
C22 0.20 3.71 -1.43  -0.15
O17 1.27 2.84 -1.12  -0.13
H35 0.10 3.89 -2.51  0.07
H36 -0.77 3.33 -1.11  0.08
H37 0.33 4.67 -0.93  0.08
H38 0.92 2.09 -0.62  0.02
C23 -0.71 3.12 5.86  -0.17
O18 -0.80 2.83 4.47  -0.13
H39 0.26 3.51 6.16  0.07
H40 -1.54 3.78 6.09  0.07
H41 -0.93 2.23 6.47  0.08
H42 -0.26 2.05 4.31  0.04
C24 -2.43 -2.61 1.66  -0.15
O19 -3.30 -2.82 2.78  -0.12
H43 -1.37 -2.61 1.96  0.08
H44 -2.54 -3.34 0.88  0.07
H45 -2.55 -1.57 1.34  0.06
H46 -2.98 -2.29 3.51  0.07

Calculated values
Gap between HOMO and LUMO ... 10.32 eV
LUMO energy ... 0.47 eV
Energy above the lowest of the compared OMol25 structures with the same formula, charge and spin ... 0.464 eV
SMILES ... C[C@H]1COC(=O)O1.C[C@H]1COC(=O)O1.C[C@H]1COC(=O)O1.C[C@H]1COC(=O)O1.C[C@H]1COC(=O)O1.CO.CO.CO.CO


Record 4
3 unconnected molecules or ions with the total composition C24H47BrO12P2 at a distorted geometry. Source: the Open Molecules 2025 dataset; level of theory: ωB97M-V/def2-TZVPD.

Last column: Löwdin charge in e.
Positions of all 86 atoms, in Å:
C1 2.43 -2.96 -0.44  -0.12
O1 1.74 -3.54 -1.55  -0.21
C2 2.27 -3.08 -2.79  -0.23
C3 1.20 -2.40 -3.67  -0.18
C4 0.23 -1.47 -2.89  -0.16
C5 -1.12 -1.36 -3.69  -0.11
C6 -2.36 -1.32 -2.80  -0.05
C7 -2.80 -2.27 -1.97  -0.05
C8 -2.26 -3.64 -1.58  -0.13
C9 -1.58 -4.43 -2.73  -0.26
C10 -1.60 -5.94 -2.30  -0.61
Br1 -3.26 -6.85 -2.79  0.61
C11 -4.09 -1.70 -1.36  -0.40
O2 -4.86 -2.26 -0.69  0.21
O3 -4.21 -0.40 -1.79  0.15
C12 -3.31 -0.10 -2.78  -0.39
O4 -3.26 0.85 -3.44  0.18
H1 2.19 -3.58 0.45  0.06
H2 2.08 -1.93 -0.21  0.06
H3 3.52 -3.00 -0.62  0.09
H4 3.11 -2.37 -2.66  0.12
H5 2.70 -3.97 -3.30  0.12
H6 0.62 -3.20 -4.18  0.09
H7 1.71 -1.85 -4.49  0.12
H8 0.08 -1.76 -1.84  0.11
H9 0.70 -0.46 -2.87  0.11
H10 -1.21 -2.11 -4.50  0.12
H11 -1.09 -0.39 -4.22  0.12
H12 -1.63 -3.53 -0.68  0.14
H13 -3.14 -4.23 -1.26  0.11
H14 -2.07 -4.33 -3.71  0.11
H15 -0.51 -4.16 -2.73  0.08
H16 -0.72 -6.45 -2.73  0.06
H17 -1.48 -5.95 -1.20  0.07
O5 0.39 5.42 1.36  -0.23
P1 0.04 4.95 -0.03  0.64
O6 -0.27 6.38 -0.78  -0.21
C13 0.81 7.24 -1.11  -0.29
C14 1.63 6.69 -2.27  -0.09
O7 -1.50 4.48 0.30  -0.26
C15 -1.93 4.15 1.61  -0.30
C16 -2.66 5.32 2.24  -0.07
O8 -0.01 4.12 -1.47  -0.21
C17 -0.83 2.96 -1.67  -0.27
C18 -2.13 3.34 -2.35  -0.05
H18 1.44 7.40 -0.23  0.11
H19 0.38 8.20 -1.40  0.12
H20 2.15 5.77 -1.98  0.07
H21 2.39 7.41 -2.58  0.08
H22 0.99 6.45 -3.11  0.08
H23 -1.09 3.82 2.23  0.10
H24 -2.61 3.30 1.53  0.11
H25 -2.06 6.23 2.22  0.08
H26 -2.93 5.10 3.28  0.08
H27 -3.58 5.54 1.68  0.08
H28 -0.99 2.43 -0.74  0.11
H29 -0.28 2.29 -2.33  0.11
H30 -2.67 4.12 -1.81  0.08
H31 -2.78 2.47 -2.44  0.05
H32 -1.93 3.74 -3.35  0.09
O9 1.10 -1.61 1.42  -0.25
P2 1.88 -1.52 2.71  0.67
O10 1.19 -2.71 3.59  -0.20
C19 1.48 -4.07 3.26  -0.29
C20 2.89 -4.45 3.65  -0.08
O11 1.08 -0.22 3.34  -0.25
C21 0.35 0.69 2.52  -0.28
C22 -1.13 0.36 2.56  -0.06
O12 3.09 -1.33 3.84  -0.21
C23 3.42 -0.06 4.43  -0.27
C24 2.73 0.09 5.77  -0.06
H33 1.31 -4.24 2.19  0.09
H34 0.77 -4.69 3.81  0.12
H35 3.63 -3.91 3.05  0.07
H36 3.06 -5.52 3.51  0.08
H37 3.09 -4.21 4.70  0.08
H38 0.74 0.70 1.50  0.10
H39 0.51 1.69 2.93  0.12
H40 -1.32 -0.68 2.29  0.08
H41 -1.69 1.00 1.87  0.06
H42 -1.52 0.49 3.57  0.08
H43 3.20 0.77 3.76  0.11
H44 4.51 -0.06 4.59  0.12
H45 1.66 -0.04 5.69  0.07
H46 2.94 1.07 6.20  0.08
H47 3.08 -0.68 6.47  0.08

Calculated values
Gap between HOMO and LUMO ... 8.83 eV
LUMO energy ... -0.91 eV
SMILES ... COCCCCC1=C(CCCBr)C(=O)OC1=O.CCOP(=O)(OCC)OCC.CCOP(=O)(OCC)OCC


no.,total energy (eV)
1,-103088.424
2,-90352.725
3,-64536.155
4,-138839.992